1.
Computed, not measured: C28H23IrN4O4 as an isolated structure, with ωB97M-V/def2-TZVPD.

Summary:
- Electronic energy: -46393.4430 eV
- LUMO level (spin up / spin down): -0.2035 / -0.2117 hartree
- Frontier orbital gap (spin up / spin down): 4.9 / 4.7 eV

Geometry as ORCA input:
```
! RIJCOSX wB97M-V def2-TZVPD def2/J DEFGRID3
* xyz 1 2
Ir 0.18170 1.78135 -1.35775
O -3.83152 1.21942 -1.05047
C -2.68421 1.61448 -0.95342
N -1.62046 1.11256 -1.70821
C -1.68932 0.06432 -2.55485
C -2.81795 -0.70016 -2.87164
C -2.71768 -1.76633 -3.73626
C -1.48624 -2.10679 -4.31646
C -0.35140 -1.38420 -4.03133
C -0.40421 -0.29620 -3.14908
N 0.61941 0.47364 -2.73852
C 1.97124 0.27223 -3.06868
O 2.35379 -0.60075 -3.83459
C 2.81983 1.22385 -2.37238
C 4.20707 1.23597 -2.57597
C 4.99067 2.12205 -1.87868
C 4.36819 2.99428 -0.96813
C 3.00069 2.94635 -0.82258
N 2.21657 2.09930 -1.49931
C -2.22077 2.66851 -0.04464
C -3.10252 3.27812 0.85051
C -2.62545 4.21245 1.74214
C -1.26252 4.53395 1.70796
C -0.45030 3.91493 0.78291
N -0.89279 2.99297 -0.07899
H -3.75945 -0.42650 -2.41282
H -3.59435 -2.34566 -3.97688
H -1.43304 -2.94321 -4.99411
H 0.60646 -1.62843 -4.47202
H 4.61824 0.53170 -3.28111
H 6.06039 2.14977 -2.01203
H 4.94426 3.70267 -0.39533
H 2.50885 3.62311 -0.13424
H -4.13893 2.98356 0.82092
H -3.27859 4.68517 2.45861
H -0.84515 5.26405 2.38238
H 0.59966 4.17315 0.72707
C 0.42248 -4.86708 4.34287
C 0.21052 -3.70774 3.43418
C -0.82227 -3.69931 2.49666
C -1.05819 -2.60114 1.68599
C -2.17804 -2.58804 0.69978
C -0.19313 -1.50694 1.80218
C 0.84844 -1.47137 2.73544
C 1.75152 -0.28408 2.82130
C 1.04684 -2.58959 3.52376
C -0.40390 -0.29662 0.89959
O -1.44270 0.32198 1.08100
O 0.52027 -0.06259 0.09278
H -0.40546 -5.56790 4.30551
H 0.56699 -4.53971 5.37107
H 1.32951 -5.40016 4.05508
H -1.46569 -4.56050 2.40348
H -2.60922 -3.57815 0.58378
H -1.82898 -2.23006 -0.26846
H -2.95587 -1.90346 1.03608
H 1.17345 0.63800 2.85846
H 2.38038 -0.24601 1.93078
H 2.38750 -0.34186 3.69972
H 1.86535 -2.59334 4.22692
*
```

Löwdin population analysis, charges in e, atoms 1 to 4:
1 Ir 1.484
2 O 0.137
3 C -0.395
4 N -0.022

2.
Computed, not measured: C28H24BN5O2Pt as an isolated structure, with ωB97M-V/def2-TZVPD.

Summary:
- Electronic energy: -44896.6639 eV
- LUMO level: -0.0265 hartree
- Frontier orbital gap: 7.1 eV

Geometry as ORCA input:
```
! RIJCOSX wB97M-V def2-TZVPD def2/J DEFGRID3
* xyz 0 1
Pt -2.43328 -0.30921 0.75870
C 1.43846 -0.89085 3.31377
C 2.28968 -1.05755 2.23028
C 1.81116 -1.66705 1.08787
C 0.47300 -2.06411 1.04333
N -0.35354 -1.88994 2.07868
C 0.13222 -1.33138 3.18438
N 0.03550 -2.71958 -0.10372
C -1.10943 -2.66994 -0.64394
N -2.23300 -1.87127 -0.39911
C -3.30613 -2.30447 -1.13865
N -4.53576 -1.92672 -1.12719
C -5.12171 -1.04979 -0.24322
C -6.34099 -0.47408 -0.62859
C -7.02344 0.33591 0.24518
C -6.51320 0.54809 1.52280
C -5.31578 -0.04814 1.84180
N -4.61468 -0.81182 0.98547
C -2.82988 -3.39163 -2.01912
C -3.49563 -4.14023 -2.96919
C -2.76547 -5.11471 -3.63996
C -1.41860 -5.32888 -3.34903
C -0.76388 -4.57699 -2.37980
C -1.49500 -3.60272 -1.73126
H 1.77246 -0.42855 4.23246
H 3.31798 -0.72150 2.28002
H 2.43796 -1.83902 0.22385
H -0.56928 -1.21090 4.00333
H -6.71482 -0.69853 -1.61705
H -7.95926 0.79186 -0.05224
H -7.02845 1.15956 2.24927
H -4.87971 0.07523 2.82642
H -4.54339 -3.96496 -3.17458
H -3.24665 -5.71998 -4.39736
H -0.87743 -6.09704 -3.88676
H 0.27760 -4.73741 -2.13419
C 4.48355 4.78100 -0.69439
C 4.36783 3.67433 0.36432
C 5.68457 2.88791 0.42430
C 4.15139 4.33389 1.72720
C 3.21739 2.73882 -0.01420
C 3.30386 1.99107 -1.19216
C 2.29498 1.12789 -1.61326
C 1.18273 1.03194 -0.81168
O 0.06614 0.25024 -0.96471
B -0.72490 0.48434 0.16137
O -0.10880 1.46647 0.97292
C 1.07786 1.76630 0.35485
C 2.06980 2.62340 0.77662
H 5.28932 5.47259 -0.43614
H 3.55215 5.34641 -0.76091
H 4.69688 4.36569 -1.68028
H 6.50483 3.55327 0.70312
H 5.93248 2.43648 -0.53665
H 5.62170 2.08954 1.16665
H 5.00854 4.96655 1.96397
H 4.05433 3.58946 2.52027
H 3.26183 4.96670 1.73303
H 4.18686 2.08152 -1.81204
H 2.38229 0.55316 -2.52576
H 1.94475 3.16935 1.70088
*
```

Löwdin population analysis, charges in e, atoms 1 to 4:
1 Pt 1.104
2 C -0.070
3 C -0.063
4 C -0.011

3.
Computed, not measured: C28H24BrN2O2PPdSe2 as an isolated structure, with ωB97M-V/def2-TZVPD.

Summary:
- Electronic energy: -250004.6720 eV
- LUMO level: -0.0111 hartree
- Frontier orbital gap: 7.6 eV

Geometry as ORCA input:
```
! RIJCOSX wB97M-V def2-TZVPD def2/J DEFGRID3
* xyz 0 1
Pd -0.83802 0.59483 0.48678
O -2.44021 4.64774 3.97069
C -3.01526 3.40312 3.98922
C -4.14583 3.14481 4.75897
C -4.69866 1.87673 4.77504
C -4.12390 0.85812 4.02675
C -3.00084 1.12880 3.26306
C -2.43403 2.39720 3.22472
C -1.23266 2.67058 2.32622
O -1.46161 2.42499 1.00157
N -0.10448 1.82280 2.83358
N 0.69486 1.30996 1.85889
C 1.93011 1.11579 2.11198
C 2.89811 0.56681 1.17011
Br 2.43848 0.74331 -0.64712
C 4.06179 0.09075 1.62987
C 5.24098 -0.47955 0.98089
C 6.41987 -0.51291 1.73608
C 7.59279 -1.02991 1.21698
C 7.61004 -1.54445 -0.07189
C 6.44510 -1.54016 -0.82450
C 5.27044 -1.01534 -0.30946
H -2.97644 5.24767 4.49716
H -4.58741 3.94378 5.34624
H -5.57783 1.68541 5.37749
H -4.54411 -0.13850 4.03675
H -2.54673 0.34198 2.67266
H -0.93906 3.72284 2.43507
H 0.41386 2.25431 3.59282
H 2.32433 1.38769 3.09186
H 4.16289 0.16104 2.71057
H 6.41007 -0.11904 2.74579
H 8.49196 -1.03594 1.81925
H 8.52304 -1.95446 -0.48358
H 6.44640 -1.95409 -1.82470
H 4.37504 -1.04109 -0.90993
Se -2.84104 0.25589 -0.76066
P -2.35832 -1.84190 -0.39278
Se -0.22688 -1.75926 -0.09349
C -3.24587 -2.43472 1.07969
C -2.65523 -3.37254 1.91959
C -3.35393 -3.85754 3.01491
C -4.64276 -3.41188 3.27023
C -5.23120 -2.47114 2.43560
C -4.53332 -1.97687 1.34472
C -2.87212 -2.96740 -1.71276
C -1.97134 -3.86882 -2.26448
C -2.39337 -4.74434 -3.25531
C -3.70665 -4.71229 -3.69884
C -4.60479 -3.80317 -3.15363
C -4.19010 -2.93234 -2.16057
H -1.64265 -3.70339 1.72470
H -2.88745 -4.57983 3.67210
H -5.18586 -3.78952 4.12706
H -6.23008 -2.10882 2.64230
H -4.97516 -1.21039 0.71969
H -0.94123 -3.87639 -1.92945
H -1.69073 -5.44668 -3.68447
H -4.03228 -5.39222 -4.47537
H -5.62787 -3.77130 -3.50485
H -4.89085 -2.21966 -1.74038
*
```

Löwdin population analysis, charges in e, atoms 1 to 4:
1 Pd 0.371
2 O 0.047
3 C -0.264
4 C -0.033

4.
Computed, not measured: C28H24N2O2Se2Te3W as an isolated structure, with ωB97M-V/def2-TZVPD.

Summary:
- Electronic energy: -190885.9106 eV
- LUMO level: -0.2802 hartree
- Frontier orbital gap: 5.5 eV

Geometry as ORCA input:
```
! RIJCOSX wB97M-V def2-TZVPD def2/J DEFGRID3
* xyz 2 1
W -0.11924 -0.09666 0.40072
O 1.20523 -0.12545 1.73883
C 2.44040 0.37885 1.96622
C 2.91261 0.44112 3.26237
C 4.20012 0.91479 3.48587
C 5.01251 1.31855 2.43218
C 4.52396 1.26707 1.14109
C 3.22789 0.80404 0.89141
C 2.73432 0.84383 -0.45732
N 1.55505 0.51927 -0.86532
C 1.17162 0.90071 -2.23361
C -0.01551 1.83683 -2.07247
N -0.98856 1.04792 -1.29940
C -2.14722 0.85456 -1.84626
C -2.99520 -0.25737 -1.54941
C -4.34109 -0.31327 -1.94334
C -5.03211 -1.49803 -1.84630
C -4.36890 -2.65169 -1.41548
C -3.03074 -2.62916 -1.06761
C -2.34799 -1.42087 -1.11056
O -1.04111 -1.38442 -0.76243
H 2.27344 0.13014 4.07779
H 4.57262 0.96936 4.50033
H 6.01323 1.67883 2.62227
H 5.13866 1.58744 0.30881
H 3.42192 1.25612 -1.19454
H 0.87328 0.00720 -2.78705
H 2.00559 1.37869 -2.74712
H -0.43347 2.12378 -3.03665
H 0.27627 2.73291 -1.52698
H -2.44327 1.52028 -2.65619
H -4.82623 0.57856 -2.32039
H -6.07492 -1.54662 -2.12447
H -4.91200 -3.58583 -1.35962
H -2.51615 -3.52580 -0.75037
Se 0.09409 2.49614 1.13938
Te -1.97503 1.41550 1.83046
Te -1.51127 -0.23586 3.94961
Se -1.28118 -1.80219 2.00907
Te 1.48599 -2.71638 -0.20297
C 3.52203 -2.22983 -0.41076
C 4.45692 -2.38981 0.60324
C 5.78241 -2.05015 0.36854
C 6.17492 -1.55284 -0.86737
C 5.24089 -1.40704 -1.88443
C 3.91489 -1.75128 -1.65947
C 1.63854 -3.80177 1.57858
C 1.90982 -3.19909 2.80325
C 2.03741 -3.98786 3.93479
C 1.88064 -5.36663 3.84661
C 1.59798 -5.96060 2.62664
C 1.47538 -5.17879 1.48451
H 4.17006 -2.79087 1.56537
H 6.51417 -2.18749 1.15379
H 7.21225 -1.30302 -1.04590
H 5.54876 -1.05707 -2.86127
H 3.20157 -1.67707 -2.47440
H 2.01565 -2.12476 2.87664
H 2.25882 -3.52845 4.88924
H 1.97970 -5.97793 4.73335
H 1.47710 -7.03294 2.55712
H 1.26335 -5.64970 0.53276
*
```

Löwdin population analysis, charges in e, atoms 1 to 4:
1 W 1.070
2 O -0.525
3 C -0.352
4 C 0.018

The records above yield F_max values of 4.05, 0.50, 0.59, 0.53 eV/A, respectively.